--- 1 ---
Formula: C21H60O9
Source: the Open Molecules 2025 dataset
Level of theory: wB97M-V/def2-TZVPD

Structure (XYZ):
```
90
Properties=species:S:1:pos:R:3:mulliken_charge:R:1
C -0.98 -3.23 -2.98 -1.127
C -0.52 -1.76 -3.42 -0.029
C 0.73 -1.40 -2.63 0.761
O -0.14 -1.79 -4.79 -0.621
H -0.56 -3.33 -1.98 0.444
H -0.64 -4.01 -3.67 0.352
H -2.05 -3.31 -3.14 0.289
H -1.25 -0.96 -3.27 0.303
H 1.07 -0.37 -2.77 0.235
H 1.58 -2.01 -2.94 0.633
H 0.65 -1.54 -1.55 -1.699
H 0.65 -2.32 -4.71 0.495
C 3.16 2.79 -1.55 -1.005
C 2.71 1.99 -2.87 0.940
C 1.25 2.20 -3.23 -0.924
O 3.60 2.60 -3.85 -0.633
H 2.57 2.49 -0.68 0.135
H 3.17 3.87 -1.65 0.452
H 4.18 2.56 -1.26 0.546
H 3.06 0.96 -2.83 0.132
H 1.03 1.79 -4.22 0.390
H 0.99 3.26 -3.26 0.353
H 0.55 1.71 -2.55 -0.089
H 4.48 2.60 -3.45 0.376
C -1.77 -2.38 2.85 -1.127
C -2.11 -0.96 2.43 -0.281
C -1.35 0.09 3.23 -0.156
O -1.93 -0.85 0.99 -0.239
H -1.76 -2.57 3.92 0.472
H -0.70 -2.52 2.65 0.414
H -2.29 -3.17 2.31 0.352
H -3.14 -0.66 2.62 0.525
H -0.26 0.00 3.20 0.261
H -1.66 0.06 4.27 0.454
H -1.63 1.08 2.85 -0.237
H -1.21 -0.23 0.86 -0.119
C 0.45 -1.46 0.99 -2.643
C 0.52 0.11 0.75 3.180
C 1.61 0.35 -0.36 0.216
O -0.61 0.77 0.50 0.635
H -0.12 -1.84 0.14 0.080
H -0.03 -1.63 1.95 0.082
H 1.43 -1.94 0.99 -0.122
H 0.90 0.44 1.72 -0.144
H 2.60 -0.06 -0.18 0.470
H 1.75 1.41 -0.56 -2.280
H 1.27 -0.01 -1.33 -0.656
H -0.41 1.71 0.44 -0.050
C -3.66 1.46 1.84 -1.727
C -3.59 1.22 0.37 1.575
C -4.54 2.12 -0.50 -1.644
O -2.29 1.53 -0.04 -0.788
H -4.63 1.24 2.27 0.324
H -3.61 2.53 2.05 0.245
H -2.90 0.97 2.46 0.534
H -3.88 0.20 0.12 -0.286
H -4.21 1.91 -1.51 0.391
H -4.50 3.19 -0.29 0.335
H -5.60 1.89 -0.57 0.366
H -1.74 0.81 0.28 0.938
C 0.23 2.48 2.52 -1.719
C 0.87 3.30 1.39 0.819
C 2.40 3.22 1.56 -1.732
O 0.45 2.85 0.09 -0.784
H -0.85 2.40 2.37 0.386
H 0.32 2.87 3.53 0.474
H 0.46 1.42 2.63 0.169
H 0.55 4.35 1.41 0.770
H 2.85 3.73 0.70 0.403
H 2.66 2.17 1.47 0.467
H 2.79 3.57 2.51 0.441
H -0.38 3.31 -0.09 0.381
C 1.89 -3.30 -0.88 0.179
O 2.24 -4.64 -0.78 -0.640
H 0.80 -3.33 -0.98 -0.328
H 2.24 -2.65 -0.08 0.504
H 2.27 -2.85 -1.79 0.155
H 1.49 -4.97 -0.29 0.346
C -2.97 -1.87 -0.98 -0.466
O -1.88 -2.65 -0.54 -0.688
H -2.55 -1.21 -1.74 0.011
H -3.74 -2.55 -1.36 0.386
H -3.32 -1.28 -0.14 0.100
H -1.85 -2.53 0.41 0.131
C 3.02 -1.27 2.49 -0.542
O 3.94 -2.13 1.86 -0.530
H 3.11 -0.26 2.07 -0.006
H 1.99 -1.59 2.34 0.461
H 3.31 -1.24 3.54 0.470
H 3.96 -2.97 2.32 0.324
```

LUMO   0.3551 eV
E_HOMO   -9.4 eV

--- 2 ---
Formula: C21H60O9
Source: the Open Molecules 2025 dataset
Level of theory: wB97M-V/def2-TZVPD

Structure (XYZ):
```
90
Properties=species:S:1:pos:R:3:mulliken_charge:R:1
C -7.01 0.11 33.66 -1.090
C -7.53 -1.21 34.00 0.280
C -9.07 -1.03 34.15 -0.831
O -7.29 -2.08 33.17 -0.438
H -7.25 0.13 32.56 0.197
H -5.98 0.16 33.78 0.415
H -7.54 0.98 34.09 0.037
H -7.02 -1.49 34.98 0.378
H -9.32 -0.47 35.01 0.535
H -9.63 -2.00 34.29 0.367
H -9.58 -0.64 33.27 -0.304
H -6.74 -2.70 33.61 0.425
C -17.07 -1.06 31.78 -1.214
C -17.90 -0.10 30.93 0.357
C -18.65 0.87 31.84 -1.473
O -17.25 0.57 30.11 -0.389
H -17.77 -1.79 32.03 0.714
H -16.49 -0.69 32.58 0.191
H -16.48 -1.67 31.03 0.076
H -18.73 -0.56 30.49 0.611
H -18.02 1.36 32.55 0.236
H -19.45 0.33 32.44 0.366
H -19.19 1.64 31.29 0.394
H -17.80 0.82 29.35 0.362
C -14.08 -5.64 33.22 -1.264
C -15.30 -5.31 32.44 0.340
C -16.11 -4.10 32.94 -0.937
O -15.23 -5.21 31.15 -0.516
H -13.54 -4.72 33.40 0.056
H -13.46 -6.18 32.58 0.395
H -14.25 -6.16 34.17 0.408
H -15.83 -6.28 32.64 0.469
H -15.67 -3.19 32.66 -0.085
H -16.09 -4.03 33.97 0.520
H -17.09 -4.15 32.58 0.311
H -15.11 -6.08 30.75 0.387
C -9.29 3.49 35.53 -1.607
C -10.17 2.62 34.65 1.949
C -11.46 2.17 35.39 -0.510
O -10.43 3.05 33.54 -0.522
H -8.67 4.01 34.77 0.356
H -8.57 2.96 36.15 0.332
H -9.85 4.18 36.09 0.437
H -9.51 1.80 34.47 -0.789
H -12.12 2.89 35.83 0.427
H -11.32 1.36 36.12 0.332
H -12.09 1.83 34.62 -0.494
H -10.82 2.33 33.07 0.331
C -11.95 -2.78 29.25 -1.283
C -12.38 -3.13 30.66 0.361
C -11.41 -2.53 31.74 -0.547
O -13.53 -2.69 30.86 -0.267
H -11.76 -1.75 29.20 0.116
H -12.64 -2.88 28.39 0.340
H -11.04 -3.30 28.95 0.413
H -12.40 -4.21 30.78 0.550
H -10.53 -3.17 31.68 0.723
H -11.84 -2.61 32.76 -0.254
H -11.06 -1.52 31.56 -0.115
H -14.14 -3.36 31.16 -0.201
C -14.43 2.56 32.67 -1.165
C -15.68 3.33 32.22 1.023
C -15.45 4.71 31.84 -1.843
O -16.11 2.84 31.12 -0.564
H -13.82 2.30 31.84 0.223
H -14.73 1.64 33.15 0.203
H -13.79 3.16 33.30 0.517
H -16.42 3.25 33.02 0.106
H -14.67 4.90 31.08 0.304
H -15.37 5.36 32.67 0.485
H -16.39 5.14 31.57 0.502
H -16.05 1.84 31.09 -0.018
C -14.41 0.43 30.07 0.413
O -13.03 0.11 30.08 -0.587
H -14.81 0.48 31.08 -0.562
H -14.97 -0.44 29.54 0.112
H -14.55 1.36 29.52 0.602
H -12.81 -0.62 30.62 0.126
C -13.01 -0.75 33.93 -0.640
O -13.95 -0.79 32.82 -0.056
H -12.11 -0.23 33.66 0.030
H -12.87 -1.77 34.31 0.321
H -13.38 -0.09 34.70 0.487
H -13.79 -1.46 32.13 -0.015
C -10.16 1.27 30.85 -0.721
O -11.33 1.36 31.67 -0.769
H -9.44 0.63 31.46 -0.023
H -9.69 2.16 30.50 0.349
H -10.32 0.78 29.92 0.442
H -12.01 0.93 31.23 0.355
```

SMILES   CC(C)O.CC(C)O.CC(C)O.CC(C)O.CC(C)O.CC(C)O.CO.CO.CO
LUMO   0.2946 eV
E_HOMO   -8.9 eV

It is 1 that is the least stable of them.

--- 1 ---
Formula: C7H12NO
Source: the Open Molecules 2025 dataset
Level of theory: wB97M-V/def2-TZVPD

Structure (XYZ):
```
21
Properties=species:S:1:pos:R:3:nbo_charge:R:1
C 1.95 -1.96 1.94 -0.056
C 1.52 -1.24 1.09 -0.134
C 0.97 -0.37 0.08 -0.132
N 1.81 0.84 -0.26 -0.511
C 0.89 1.49 -1.29 0.107
O -0.39 1.27 -0.78 -0.501
C -0.34 0.37 0.36 0.114
C -1.58 -0.51 0.55 -0.427
C -2.63 -0.32 -0.57 -0.600
H 2.44 -2.66 2.58 0.264
H 0.83 -0.89 -0.88 0.253
H 1.80 1.46 0.55 0.439
H 2.76 0.63 -0.57 0.456
H 1.13 2.55 -1.38 0.220
H 1.03 0.96 -2.23 0.198
H -0.22 1.01 1.24 0.188
H -1.27 -1.55 0.59 0.222
H -2.03 -0.23 1.50 0.234
H -3.37 -1.12 -0.52 0.233
H -2.16 -0.34 -1.55 0.210
H -3.14 0.63 -0.44 0.223
```

SMILES   C#C[C@@H]1[NH2+]CO[C@H]1CC
LUMO   -3.4002 eV
E_HOMO   -14.6 eV
Charge   +1

--- 2 ---
Formula: C7H12NO
Source: the Open Molecules 2025 dataset
Level of theory: wB97M-V/def2-TZVPD

Structure (XYZ):
```
21
Properties=species:S:1:pos:R:3:nbo_charge:R:1
C 3.08 1.05 -0.28 -0.698
C 1.94 0.17 -0.42 0.434
O 1.00 0.53 -1.33 -0.667
C 1.79 -0.93 0.41 -0.449
C 0.84 -1.94 0.19 -0.070
C -0.53 -1.77 0.02 -0.354
C -1.18 -0.52 0.28 -0.174
C -2.47 -0.27 0.01 -0.135
N -2.92 1.18 0.09 -0.673
H 3.33 1.22 0.79 0.248
H 2.99 2.02 -0.77 0.248
H 3.98 0.66 -0.72 0.258
H 0.30 -0.19 -1.33 0.493
H 2.71 -0.98 1.12 0.256
H 1.24 -3.05 0.11 0.246
H -1.24 -2.61 -0.09 0.242
H -0.55 0.24 0.79 0.234
H -3.13 -0.88 -0.52 0.231
H -3.87 1.14 -0.03 0.445
H -2.33 1.79 -0.39 0.442
H -2.67 1.55 1.07 0.444
```

SMILES   C/C(O)=C/C=C\C=C\[NH3+]
LUMO   -3.8665 eV
E_HOMO   -11.6 eV
Charge   +1

It is 2 that is the least stable of them.

--- 1 ---
Formula: C11H13NO
Source: the Open Molecules 2025 dataset
Level of theory: wB97M-V/def2-TZVPD

Structure (XYZ):
```
26
Properties=species:S:1:pos:R:3:nbo_charge:R:1
C -3.69 0.55 0.02 -0.256
C -2.90 1.64 -0.02 -0.147
C -3.17 -0.77 -0.04 -0.159
C -1.46 1.58 0.09 -0.308
C -1.83 -0.84 0.05 -0.159
C -1.00 0.31 0.00 0.218
C -0.57 -1.67 0.05 0.710
C 2.06 0.54 -1.36 -0.620
C 1.86 0.50 1.25 -0.596
C 2.36 -1.53 0.18 -0.599
C 1.57 -0.24 -0.10 0.124
N 0.16 -0.48 -0.13 -0.460
O -0.24 -2.81 0.09 -0.539
H -4.69 0.81 -0.05 0.214
H -3.29 2.57 -0.01 0.199
H -3.62 -1.74 -0.01 0.230
H -1.05 2.57 0.10 0.230
H 1.77 0.12 -2.33 0.224
H 1.44 1.55 -1.55 0.202
H 3.03 0.86 -1.44 0.217
H 1.70 -0.16 2.13 0.216
H 1.16 1.23 1.29 0.194
H 2.85 1.04 1.16 0.212
H 1.78 -2.08 0.81 0.223
H 2.40 -2.05 -0.80 0.207
H 3.38 -1.49 0.62 0.221
```

LUMO   0.5407 eV
E_HOMO   -8.3 eV

--- 2 ---
Formula: C11H13NO
Source: the Open Molecules 2025 dataset
Level of theory: wB97M-V/def2-TZVPD

Structure (XYZ):
```
26
Properties=species:S:1:pos:R:3:nbo_charge:R:1
C 2.54 1.62 -0.71 -0.426
N 1.44 1.07 0.01 -0.614
C 1.48 -0.31 0.35 -0.049
C 1.23 -1.42 -0.81 -0.429
C -0.05 -2.02 -0.28 0.073
O 0.21 -2.01 1.13 -0.519
C 0.46 -0.71 1.42 0.072
C -0.85 -0.18 0.88 -0.025
C -1.56 0.95 1.19 -0.217
C -2.65 1.30 0.33 -0.190
C -3.12 0.33 -0.59 -0.227
C -2.35 -0.73 -0.93 -0.203
C -1.24 -1.02 -0.16 -0.038
H 2.54 1.52 -1.77 0.205
H 2.24 2.65 -0.52 0.205
H 3.50 1.69 -0.23 0.176
H 1.33 1.55 0.99 0.351
H 2.42 -0.70 0.91 0.158
H 2.03 -2.08 -0.88 0.217
H 1.02 -0.99 -1.78 0.212
H -0.20 -3.03 -0.69 0.211
H 0.74 -0.42 2.52 0.208
H -1.17 1.53 2.00 0.206
H -3.28 2.25 0.43 0.215
H -4.04 0.59 -1.09 0.213
H -2.67 -1.44 -1.71 0.213
```

SMILES   CN[C@@H]1C[C@H]2O[C@@H]1c1ccccc12
LUMO   0.8716 eV
E_HOMO   -8.6 eV

It is 2 that is the least stable of them.